Record 1
C11H22ClN2O3ReSe2 as an isolated structure. Source: OMol25; level of theory: ωB97M-V/def2-TZVPD.

Structure (XYZ):
```
42
Properties=species:S:1:pos:R:3:forces:R:3
Re 0.80455 -0.81260 0.82783 0.6 -0.7 0.2
O 2.67042 -0.32417 1.77841 -0.4 -0.3 -0.2
C 3.25081 0.94240 2.16404 0.0 0.0 0.0
C 2.30296 2.10929 1.92583 0.0 0.0 0.0
C 3.09157 3.33471 2.45074 0.0 0.0 0.0
O 2.29645 4.48737 2.26363 0.0 -0.1 0.0
C 1.02855 2.03132 2.77161 0.0 0.0 0.0
Se -0.26203 0.58134 2.47722 -0.2 0.0 0.0
C 2.03564 2.38488 0.44249 0.0 0.1 0.0
Se 1.22974 0.99732 -0.69641 0.0 0.0 -0.1
H 3.25930 -1.08460 1.91896 -0.1 0.2 -0.1
H 4.16255 1.07596 1.58124 0.0 0.0 0.0
H 3.49553 0.87419 3.22416 0.0 0.0 0.0
H 4.03602 3.41527 1.90062 0.0 0.0 0.0
H 3.32269 3.18334 3.51114 0.0 0.0 0.0
H 2.76702 5.25961 2.59144 0.0 0.0 0.0
H 0.45941 2.94558 2.62938 0.0 0.0 0.0
H 1.29907 1.96138 3.82512 0.0 0.0 0.0
H 2.97661 2.62188 -0.05371 0.0 0.0 0.0
H 1.38044 3.24691 0.35605 0.0 0.0 0.0
Cl 1.75253 -2.99422 0.90186 -0.1 0.5 0.0
C -2.39929 0.71247 -0.76085 0.0 0.0 0.1
N -2.33524 -0.56103 -1.46930 0.0 0.1 0.0
C -3.10321 -0.62854 -2.71733 0.0 0.0 0.0
C -3.58811 -2.03695 -2.96784 0.0 0.0 0.0
C -2.40742 -2.97636 -2.90411 0.0 0.0 0.0
N -1.66088 -2.77591 -1.66071 0.1 0.0 0.0
C -0.84507 -3.90734 -1.22274 0.0 0.0 0.0
C -1.61725 -1.59565 -1.03116 0.0 -0.3 -0.3
O -0.89864 -1.51242 0.03643 0.0 0.3 0.3
H -3.44694 0.99376 -0.65366 0.0 0.0 0.0
H -1.87471 1.48987 -1.31610 0.0 0.0 0.0
H -1.95929 0.62647 0.22446 0.0 0.0 0.0
H -2.48421 -0.26909 -3.54381 0.0 0.0 0.0
H -3.94257 0.05639 -2.61318 0.0 0.0 0.0
H -4.06385 -2.09994 -3.94553 0.0 0.0 0.0
H -4.32780 -2.31479 -2.21454 0.0 0.0 0.0
H -1.73774 -2.82282 -3.75547 0.0 0.0 0.0
H -2.73174 -4.01534 -2.92447 0.0 0.0 0.0
H -1.46484 -4.80245 -1.23610 0.0 0.0 0.0
H -0.47274 -3.74501 -0.21967 0.0 0.0 0.0
H 0.00170 -4.05248 -1.89601 0.0 0.0 0.0
```
Positions in Å, forces in eV/Å.

The calculation puts the LUMO energy (spin up / spin down) at -0.1379 / -0.1483 Ha. For the HOMO energy (spin up / spin down), the calculation gives -0.3861 / -0.4138 hartree. The energy above the lowest of the compared OMol25 structures with the same formula, charge and spin is 0.0 kcal/mol. The HOMO-LUMO gap (spin up / spin down) is 6.7533 / 7.2267 eV. As for the multiplicity: 4. As for the charge: +1. The total energy is -6108.7426 hartree.

Results of the Löwdin charge analysis, in e, for atoms 1 through 6: number 1, Re, carries 0.767; number 2, O, carries -0.316; number 3, C, carries -0.140; number 4, C, carries -0.559; number 5, C, carries -0.215; number 6, O, carries -0.035


Record 2
C11H22F4IN2O6PSi2 as an isolated structure at a distorted geometry. Source: OMol25; level of theory: ωB97M-V/def2-TZVPD.

Structure (XYZ):
```
49
Properties=species:S:1:pos:R:3:forces:R:3
N -1.21933 2.84454 0.39112 0.4 -0.1 -0.2
Si -0.67538 1.24239 0.01839 -0.1 0.5 0.2
C 0.30796 1.21993 -1.57595 0.0 0.1 -0.1
C -0.26220 2.13708 -2.68692 -0.1 -0.2 0.1
C -0.29479 1.50814 -4.07245 -0.2 0.0 0.1
F 0.84536 1.84220 -4.78526 0.2 -0.1 -0.1
C -2.13583 0.08054 -0.05637 -0.2 0.0 -0.3
C -2.95889 0.24551 -1.35643 -0.2 -0.3 0.2
C -3.92617 1.42180 -1.31020 0.2 0.1 -0.2
I -5.65880 0.97312 -0.14937 0.0 0.0 0.1
O 0.36295 0.86130 1.27964 -0.4 -0.5 -0.2
Si 0.87189 -0.59255 1.78069 0.6 -0.4 -0.1
C 1.14659 -1.85478 0.44310 0.2 -0.2 0.0
C 2.39679 -1.62528 -0.43095 -0.3 -0.2 -0.1
C 2.32544 -2.42741 -1.71342 0.1 0.1 0.0
F 2.07879 -3.76040 -1.41021 0.0 -0.2 0.0
N -0.25248 -1.35407 2.96791 -0.1 1.0 0.5
C 0.31992 -1.65587 4.22458 -0.4 -0.1 -0.2
O 1.02117 -2.58346 4.42936 0.4 0.1 0.1
F -0.02867 -0.78726 5.17915 -0.1 -0.4 -0.2
C -1.55085 -0.76442 3.08135 0.2 -0.7 -0.1
O -1.84457 0.34656 3.29012 -0.2 0.7 0.0
F -2.46985 -1.71715 2.88983 -0.1 0.0 0.0
P 2.82400 -0.15790 2.87072 -0.1 0.2 0.3
O 2.58569 0.81732 3.93604 0.0 -0.1 0.0
O 3.83237 0.36627 1.73165 0.0 -0.1 0.0
O 3.54610 -1.51531 3.35174 0.1 0.1 -0.3
H -1.33249 3.46020 -0.40510 -0.1 0.1 0.1
H -0.61826 3.30744 1.06453 -0.2 0.0 0.1
H 1.31525 1.55624 -1.30758 0.0 -0.2 -0.1
H 0.39137 0.19826 -1.96629 0.1 0.0 0.1
H -1.28938 2.44863 -2.46281 0.1 0.0 0.0
H 0.33222 3.05035 -2.75697 -0.1 0.0 0.0
H -0.34221 0.41676 -4.01855 0.0 0.0 0.0
H -1.15536 1.85477 -4.64777 0.1 0.1 0.0
H -1.84700 -0.97467 0.01494 0.1 0.1 0.1
H -2.80249 0.28617 0.78750 0.1 0.0 0.0
H -2.31145 0.33078 -2.23721 0.0 0.1 0.1
H -3.53711 -0.66971 -1.50783 0.0 0.1 -0.1
H -4.30534 1.67289 -2.29838 0.0 0.0 0.0
H -3.48421 2.30786 -0.85700 -0.1 0.0 0.0
H 1.26728 -2.80532 0.97903 -0.1 0.0 -0.1
H 0.26405 -2.00603 -0.18940 0.0 0.1 0.1
H 2.50653 -0.57076 -0.69934 0.2 -0.1 0.0
H 3.28413 -1.95583 0.11480 0.0 0.2 0.0
H 3.26359 -2.38625 -2.26964 0.0 0.0 0.0
H 1.51578 -2.08036 -2.36163 0.0 0.0 0.0
H 4.59047 -0.22241 1.62921 0.0 0.1 0.0
H 3.10739 -2.32982 3.07762 -0.1 0.0 0.2
```
Positions in Å, forces in eV/Å.

The calculation puts the LUMO energy at 0.0095 Ha. For the HOMO energy, the calculation gives -0.3524 hartree. The energy above the lowest of the compared OMol25 structures with the same formula, charge and spin is 0.0 kcal/mol. The HOMO-LUMO gap is 9.8462 eV. As for the charge: 0. The total energy is -2611.0991 hartree.

Results of the Löwdin charge analysis, in e, for atoms 1 through 6: number 1, N, carries -0.006; number 2, Si, carries 0.382; number 3, C, carries -0.210; number 4, C, carries -0.222; number 5, C, carries -0.222; number 6, F, carries -0.052


Record 3
A single C11H22N2O2Si molecule at a distorted geometry. Source: OMol25; level of theory: ωB97M-V/def2-TZVPD.

Structure (XYZ):
```
38
Properties=species:S:1:pos:R:3:forces:R:3
N 0.69420 1.45561 0.53273 -1.8 2.5 1.1
N -0.33007 -1.71098 -0.04714 -4.5 -0.2 1.5
O 1.10489 0.73605 -0.54237 0.3 -0.9 -1.7
O 0.89196 -1.96767 -0.59236 0.0 -1.1 -2.3
C 3.82491 0.19796 -2.20172 0.6 -1.5 -1.7
C 3.53551 -0.65356 -1.24802 -1.3 -0.1 -0.3
C -0.39024 2.14418 0.27197 2.1 -0.5 0.3
C -1.32744 -2.60341 -0.13183 4.3 -0.2 -1.3
C -1.13436 1.92313 -1.02053 2.1 0.6 -0.2
C -0.99082 -3.92653 -0.83764 -0.5 0.5 1.6
C 0.10787 4.57711 0.44862 -0.3 0.7 0.4
C -2.81915 -1.18150 1.23879 -0.4 -0.3 1.7
C -0.65953 3.42373 1.10731 -0.2 -0.9 0.5
C -2.69109 -2.54322 0.58122 1.3 1.8 -1.0
C 2.18801 -1.02956 1.41558 2.7 -0.2 0.1
Si 1.95536 -0.66143 -0.35631 -1.4 -0.5 2.8
H 4.42456 -0.14076 -3.05920 0.5 0.6 0.7
H 3.21946 1.01448 -2.36982 -1.0 2.1 -0.2
H 4.04197 -1.56261 -1.30143 1.0 -1.6 0.3
H -1.69230 1.01083 -0.96321 -0.5 -0.4 -0.2
H -1.68044 2.81141 -1.18752 -1.3 0.6 -0.3
H -0.39184 1.87191 -1.86213 -0.7 -0.3 0.8
H 0.08687 -4.01980 -1.08142 -0.8 -0.1 0.4
H -1.39401 -4.65652 -0.08816 0.7 -0.1 -1.0
H -1.58357 -3.97376 -1.72855 -0.3 -0.3 -0.6
H -0.08913 5.56668 0.94402 -0.2 -0.9 -0.6
H 1.17736 4.45054 0.52716 0.3 -0.4 0.1
H -0.12682 4.59481 -0.62044 -0.1 0.4 0.1
H -2.79070 -0.35243 0.51868 -0.4 -0.3 0.3
H -3.73267 -1.21692 1.93198 1.2 0.6 -1.1
H -1.89938 -1.08852 1.86526 -0.8 0.3 -0.3
H -1.73693 3.62903 1.11050 0.1 0.0 -0.3
H -0.42164 3.33679 2.19292 0.3 -0.3 -0.9
H -3.54403 -2.79579 -0.05494 0.3 0.1 -0.4
H -2.70763 -3.28447 1.34186 0.3 -0.9 0.7
H 2.68871 -0.14010 1.82329 -0.1 -0.4 0.6
H 2.88007 -1.93377 1.49805 -0.6 1.2 -0.1
H 1.31208 -1.30095 1.94479 -1.0 0.1 0.4
```
Positions in Å, forces in eV/Å.

The calculation puts the LUMO energy at 0.0321 Ha. For the HOMO energy, the calculation gives -0.3252 hartree. The energy above the lowest of the compared OMol25 structures with the same formula, charge and spin is 106.6 kcal/mol. The HOMO-LUMO gap is 9.7236 eV. Its SMILES is C=C[Si](C)(O/N=C(\C)CC)O/N=C(\C)CC. As for the charge: 0. The total energy is -981.7140 hartree.

Results of the Löwdin charge analysis, in e, for atoms 1 through 6: number 1, N, carries 0.055; number 2, N, carries 0.013; number 3, O, carries -0.217; number 4, O, carries -0.216; number 5, C, carries -0.023; number 6, C, carries -0.171